Record 1
A structure of composition C31H53Br3Cl3N2O13Zr in a non-equilibrium geometry. Source: the Open Molecules 2025 dataset; level of theory: wB97M-V/def2-TZVPD.

Properties
HOMO-LUMO gap: 6.25 eV
Largest force on an atom: 10.346 eV/Å
Charge: +1
E_LUMO: -3.53 eV
HOMO: -9.78 eV
Energy relative to the best compared isomer or geometry (same formula, charge and spin): 0.0 kJ/mol

Structure (XYZ):
```
106
C31H53Br3Cl3N2O13Zr, DFT wB97M-V/def2-TZVPD
H 4.400 0.484 -0.872
Cl -1.449 0.995 5.214
H 5.208 -3.278 1.863
C 3.450 2.538 2.786
N 2.962 -1.353 0.395
H -4.984 -0.337 -0.471
C -0.910 1.552 0.587
C -0.909 -3.116 -0.029
H 3.232 -4.045 1.316
C -1.351 -0.497 -4.825
H 5.928 -1.882 2.669
O 2.405 1.875 2.046
C 2.645 -1.931 1.705
H -2.253 2.117 2.208
H -1.912 -2.644 -2.991
H -0.284 5.736 -0.787
H -3.033 1.470 -0.341
H 4.407 -3.789 -0.342
O 1.548 6.593 -0.071
H -4.527 2.125 -1.000
H -1.477 -0.819 -5.861
C 3.841 -1.751 2.613
H 5.448 2.568 1.791
C -2.578 -0.748 -3.983
C 5.138 -2.200 1.982
H -3.607 -2.515 -3.195
C 4.462 3.010 1.710
C 5.325 -1.419 0.669
C -4.885 0.770 -3.077
H -1.388 -1.105 4.273
H -3.773 -1.121 -5.691
C 1.590 4.767 -1.544
N -2.592 0.117 -2.842
O -1.561 -3.373 1.073
H 3.946 -0.676 2.799
H 3.707 -0.500 -2.205
C 2.377 -3.414 1.525
O 3.839 2.591 0.500
C 2.722 1.874 0.768
C -5.069 -0.254 -4.173
C -4.265 -0.734 -1.186
H -5.801 0.946 -2.519
O -1.571 -0.095 -2.048
Br -6.621 4.151 4.764
C -0.812 -5.342 0.116
H -0.451 -1.031 -4.485
Br -3.662 3.377 4.023
Cl -3.176 -0.120 3.162
C -2.665 -2.255 -3.689
O 2.596 4.698 -0.569
H -5.411 -1.234 -3.821
C -1.543 2.532 1.492
H 1.954 4.977 -2.553
H 1.646 -0.225 2.432
H -1.716 -5.273 2.076
H -1.120 0.574 -4.846
H -2.610 -2.820 -4.620
H -3.408 -1.121 -0.615
O 3.279 5.940 1.103
C 4.174 -1.559 -0.339
H 1.059 3.829 -1.566
H -1.995 3.342 0.927
H -4.522 1.693 -3.544
C -2.177 -0.451 4.563
H 5.375 -0.625 -1.804
H 1.885 -3.889 2.398
C 0.743 5.990 -1.082
O 1.876 -1.340 -0.423
C -1.833 -4.797 1.109
C 2.551 5.764 0.244
H -2.973 2.405 -1.781
Cl -3.074 -1.377 5.774
H -4.830 3.215 6.196
H 0.546 -1.391 1.755
H 0.595 6.739 -1.865
C -3.739 -0.380 -4.892
H 1.351 -1.692 3.349
H 5.077 -2.968 -1.724
H -4.643 -1.570 -1.761
H 6.199 -1.849 0.151
C 1.458 -1.301 2.339
O -0.745 -2.077 -0.414
H -3.522 0.594 -5.348
O -0.624 0.325 0.890
Zr 0.306 -0.111 -1.109
H 3.735 -2.327 3.532
H -0.734 2.994 2.073
O 2.094 1.317 -0.071
C 4.264 -2.932 -0.991
H -2.866 -4.933 0.783
C -3.587 1.650 -1.276
H 5.585 -0.370 0.856
H -5.846 0.108 -4.851
H 3.833 1.816 3.512
H 3.058 3.348 3.401
H 1.649 -3.593 0.716
H -1.191 -6.184 -0.446
H 0.112 -5.624 0.615
C 4.387 -0.485 -1.346
H 3.331 -3.120 -1.543
C -5.142 3.016 5.191
O -0.428 1.944 -0.545
O -0.570 -4.195 -0.711
C -3.767 0.410 -2.091
Br -5.646 1.184 5.049
H 4.533 4.094 1.688
```



Record 2
A cluster of 3 separate species, C31H53ClN4O7P5S in total in a non-equilibrium geometry. Source: the Open Molecules 2025 dataset; level of theory: wB97M-V/def2-TZVPD.

Properties
HOMO-LUMO gap: 5.64 eV
Largest force on an atom: 5.408 eV/Å
Charge: +1
E_LUMO: -4.12 eV
HOMO: -9.76 eV

Structure (XYZ):
```
102
C31H53ClN4O7P5S, DFT wB97M-V/def2-TZVPD
H 3.470 0.551 -1.162
C 3.236 0.875 4.351
P 1.283 -0.735 3.203
O -5.480 -3.426 -2.443
N -0.430 -0.597 -2.398
H -0.295 0.744 4.635
N -3.663 6.393 -2.667
C -2.414 5.117 2.149
S -3.824 5.913 1.280
O 0.476 0.246 -4.974
H -4.654 1.234 1.985
H 4.202 -0.192 -3.270
H -1.362 3.217 2.257
H -1.440 5.489 1.720
H 0.570 -3.710 -1.810
H 1.971 -4.925 -1.750
N -2.053 -0.537 4.897
C -1.293 0.530 4.186
H -7.033 -5.196 -3.275
C -6.065 -4.169 -1.679
C -6.999 -5.234 -2.186
H -2.635 3.318 0.923
H -1.652 -0.749 5.806
H 4.556 -0.976 -5.457
H 4.243 1.357 4.380
H 7.957 1.202 -1.453
C -0.111 -0.371 0.480
H 2.063 -3.608 -4.339
C 2.273 -3.364 -3.258
C 0.810 -0.985 -1.792
H 4.713 -0.828 -1.231
C -0.046 -0.262 1.949
H 0.713 -4.941 -3.113
C 2.862 0.313 2.913
C -2.299 -1.742 4.088
H 4.005 -2.833 -0.784
H -3.090 -1.599 3.300
C -2.555 0.595 0.487
H -2.738 -2.510 4.791
H 1.267 -2.921 2.042
H -3.886 0.809 3.635
H -4.461 3.448 2.796
C 6.935 2.008 0.247
P -3.110 0.422 -2.592
C 7.242 1.996 -1.228
O 3.147 -2.964 -0.337
O -3.318 2.044 -2.178
C 3.208 -0.370 -3.749
H -1.370 -2.227 3.672
H -5.476 -4.993 0.207
C 8.083 2.252 1.190
H 0.316 1.184 -4.739
H -6.642 -6.219 -1.880
H 3.157 0.102 5.157
H -4.268 2.247 -2.072
H -1.890 1.479 4.337
C -3.551 5.836 -0.489
H 7.647 2.963 -1.532
C -2.416 3.528 2.004
H 2.831 -2.717 2.924
H 7.717 2.233 2.217
H 6.324 1.809 -1.787
C 3.473 -0.768 -5.288
H 4.565 0.292 0.240
H -2.433 4.758 -3.391
H -2.446 5.441 3.222
H 2.708 0.639 -3.801
H 2.809 -1.624 -5.565
H -5.184 -3.252 0.034
H -8.004 -5.061 -1.798
C 1.034 -0.879 -0.319
H 2.688 1.122 2.165
O -4.327 -0.462 -1.863
H -6.839 -3.836 0.288
C -3.508 2.861 2.917
H 1.290 -3.192 3.844
C -5.883 -4.060 -0.187
P 2.074 -1.570 -2.970
N -4.038 6.691 -1.401
P 2.734 -1.397 0.241
C -1.494 -0.090 -1.677
H -3.162 3.005 3.981
C 1.303 -4.307 -2.406
H 8.835 1.469 1.072
C -1.366 0.044 -0.214
H 2.478 1.669 4.599
P -0.709 -0.693 -4.199
Cl -0.523 -2.712 -4.824
H 8.525 3.230 0.993
H -4.461 -1.315 -2.341
C 1.720 -2.586 3.010
H 3.349 -3.666 -3.103
H 3.693 -0.388 2.631
O -2.797 4.924 -1.218
C -2.473 0.733 1.916
C -2.897 5.277 -2.531
C -3.744 1.292 2.632
H 3.166 0.085 -5.955
O 5.806 1.827 0.659
C -1.231 0.312 2.625
C 4.006 -0.244 -0.574
H -3.493 0.879 -0.030
```



Record 3
A cluster of 3 separate species, C31H54N5O9P in total in a non-equilibrium geometry. Source: the Open Molecules 2025 dataset; level of theory: wB97M-V/def2-TZVPD.

Properties
HOMO-LUMO gap: 7.69 eV
Largest force on an atom: 1.484 eV/Å
SMILES string: CCCCCCCCCc1c(C[C@@H](C)O)c(CNC)c(P(=O)(O)O)c2nc(O)c(COC(C)=O)nc12.CN(C)C=O.CN(C)C=O
E_LUMO: -0.32 eV
HOMO: -8.01 eV
Energy relative to the best compared isomer or geometry (same formula, charge and spin): 33.0 kJ/mol

Structure (XYZ):
```
100
C31H54N5O9P, DFT wB97M-V/def2-TZVPD
C 5.893 2.873 -0.772
H -2.021 -7.533 -2.115
H -2.250 2.614 -0.074
H -3.887 2.481 0.461
N -2.493 1.893 1.869
O -4.502 -6.072 -1.762
H 1.126 1.108 3.453
O -6.315 -0.830 1.690
O -6.887 0.816 -0.093
H -1.615 0.751 3.347
H 4.038 0.198 0.922
C -2.927 1.973 0.471
H -1.203 -6.054 -1.613
C -2.101 -6.450 -2.072
C -3.371 -1.842 -1.569
H 0.057 0.387 -1.400
H 0.090 3.509 -1.224
H -6.560 1.453 -0.738
C -5.628 -3.210 -1.242
H 4.963 5.484 6.126
C 4.401 1.925 -2.403
O 0.087 1.593 -3.380
C 4.117 4.816 6.301
C -0.277 -3.118 -0.666
O 3.473 1.920 -1.621
C 2.040 0.676 1.540
H 6.363 1.937 -4.022
H 0.205 -1.126 -0.093
H -0.313 -0.876 -2.777
H 0.171 -4.106 -0.518
H -3.215 2.250 2.471
H 2.884 0.874 3.500
C -3.267 -6.089 -1.197
C -0.813 0.999 -1.222
H 3.089 -1.199 1.554
C -1.098 -1.600 -2.613
H 3.259 5.411 6.605
H 6.931 3.186 -0.692
H 4.304 1.555 -3.439
N 3.805 4.076 5.096
N -5.571 -2.079 -0.626
C -4.725 -5.032 -2.732
H 0.655 2.346 -3.551
H 1.908 4.846 5.011
H -1.892 1.915 -2.843
O 2.288 3.566 3.483
H 2.715 -2.756 0.055
H -6.748 -4.348 -0.231
H -4.006 -5.086 -3.544
H -2.795 -0.153 2.441
H 5.723 3.257 5.113
O -3.124 -5.858 -0.047
H -0.407 4.047 -2.865
C 2.090 -2.111 -0.563
N -3.469 -3.029 -2.245
H 1.048 0.509 1.129
C -3.124 0.639 -0.216
C -2.184 -1.068 -1.707
C 6.718 2.345 -3.078
C -0.888 1.982 -2.418
H -1.187 0.246 1.741
H 4.373 4.129 7.110
H 5.041 3.533 3.493
P -5.710 0.420 0.922
C 3.068 -0.291 0.952
H -1.231 -3.163 -0.143
H 7.088 3.358 -3.250
H -0.618 1.537 -0.300
O -6.753 -3.980 -1.123
H 5.688 2.098 -0.033
C 0.665 -2.104 -0.005
H 2.150 -2.500 -1.578
C -4.410 -1.366 -0.759
H 7.540 1.726 -2.715
H 0.486 -3.098 -2.659
C -2.056 0.154 -1.053
H 5.239 3.720 -0.564
H 4.458 2.185 4.474
N 5.640 2.364 -2.110
C 4.818 3.213 4.512
H 0.721 -2.383 1.047
H 2.067 0.038 -0.900
C -4.572 -3.690 -2.059
H -1.550 -1.771 -3.591
H -1.100 -3.758 -2.504
C -0.666 3.436 -2.002
C 1.955 0.522 3.068
O -5.399 1.496 1.870
C 2.736 -0.720 -0.504
C -2.015 0.610 2.343
H 1.787 -0.530 3.294
H 2.316 1.710 1.345
C -4.291 -0.121 -0.071
H -7.279 -0.806 1.664
C 2.602 4.162 4.492
H -1.596 3.852 -1.624
C -0.473 -2.937 -2.173
H 3.625 -0.689 -1.126
H -2.175 -6.027 -3.068
H -5.746 -5.157 -3.062
```